This record from OMol25 describes a cluster of 12 separate species, C12H48O12 in total in a non-equilibrium geometry. The level of theory is ωB97M-V with the def2-TZVPD basis set.

Computed properties:
Energy relative to the best compared isomer or geometry (same formula, charge and spin) in kcal per mole: 119.9
Frontier orbital gap in eV: 10.03
HOMO in eV: -9.547
Energy in eV: -37787.3132
Molecular weight in g/mol: 384.50
2S+1: 1

Geometry as XYZ:
```
72
C12H48O12 ωB97M-V with the def2-TZVPD basis set
H 0.1409 0.9978 -4.3819
H -0.0931 -4.0469 -2.6538
C 3.9815 1.4466 2.6523
H 0.9668 -1.0441 1.1329
H -0.2483 0.2004 0.7868
O 0.5505 -3.9359 -4.6039
O -0.9969 -3.3712 3.6898
H 3.2547 -0.8263 -4.0042
O -0.8540 0.2737 3.3881
H 4.7013 0.7596 2.1820
O 2.2026 3.0313 0.0992
H 0.3594 -4.6745 2.7922
C -0.3771 1.7501 -3.7127
H 1.8763 -0.0577 -3.1906
H -0.9927 -5.1668 -3.7384
O 2.7005 0.8195 2.7576
H 0.6221 -0.5493 -0.5746
H -2.0015 -0.8023 2.7401
H -1.0922 3.1435 3.1261
O 2.0795 -2.0962 -2.6402
H -0.5169 -5.1788 4.1633
H -3.3392 -2.1647 -2.0186
H 1.5640 -1.0903 -4.4401
C 0.0053 -4.6848 -3.5038
C 0.1983 -0.7416 0.3910
H 2.3743 1.8379 -1.6552
H 3.7155 1.7495 -0.3890
C -0.3702 3.3904 2.3407
H 0.1891 4.2912 2.5947
H -4.1726 -0.4178 1.9550
H -1.4120 -5.0161 2.5928
O 0.7898 4.5595 -1.9582
H -1.0610 3.6069 1.4908
H -1.2754 -1.2184 -1.5159
H 2.1765 0.9398 -0.0053
H 0.1337 -0.7569 4.8490
C 2.2231 -1.0024 -3.5503
H 2.1866 -2.9452 -3.0762
H -1.4676 1.6451 -3.9472
H 0.6735 -5.5161 -3.2899
O -0.7692 -1.7898 0.2002
O -2.4081 -1.4766 2.1707
O -1.7365 -0.7099 -2.2131
H -0.9917 4.7532 -3.0017
H -4.3423 -2.0794 1.4363
H -0.7888 1.0204 -2.0228
H 1.1298 2.6338 1.4207
C -0.6552 4.6426 -1.9871
H 0.1857 -3.0518 -4.5305
C -3.0950 -1.0861 -2.0235
H 1.0408 4.2982 -2.8578
H 4.3650 1.7988 3.6077
H 2.0532 1.5517 2.8937
C -3.8418 -1.4177 2.1819
H -3.3935 -0.6938 -1.0634
C -0.6132 -4.6461 3.2615
H -0.9754 5.5336 -1.4567
C 2.6042 1.8433 -0.5652
H -1.0650 3.7578 -1.4127
H -1.3597 -2.8421 2.9390
H -1.4950 -1.6481 0.8848
O 0.5094 2.3034 2.1014
H -0.2082 0.8182 2.9429
H 1.7646 3.5730 -0.5517
H 0.3958 1.0479 4.9122
C -0.3592 0.2691 4.7019
H -1.2467 0.3834 5.3554
O -0.0545 1.5320 -2.3960
H -4.1953 -1.8032 3.2029
H -0.0052 2.7379 -4.0037
H -3.7484 -0.6519 -2.8793
H 3.9045 2.2596 1.8772
```